No. 1
ORCA calculation (the ωB97M-V functional and the def2-TZVPD basis) on a 2-piece molecular cluster, C10H12F2O2S overall in a non-equilibrium geometry.

Geometry (Å):
C -4.658 0.934 0.104
C -3.897 0.660 1.265
C -3.951 1.084 -1.126
C -2.556 0.468 1.313
C -2.590 0.824 -1.125
C -1.937 0.451 0.068
C 4.835 -0.862 -0.352
C 3.553 0.850 1.045
C 3.468 -0.304 0.085
C -0.456 -1.759 -0.520
O 0.346 0.778 -1.235
O 2.448 -0.901 -0.239
F -0.789 -2.397 0.593
F -1.542 -1.922 -1.311
S -0.156 0.096 -0.025
H -5.776 1.147 0.147
H -4.610 0.565 2.098
H -4.532 1.007 -2.120
H -2.176 0.046 2.171
H -1.853 0.946 -1.907
H 5.655 -0.182 -0.460
H 4.712 -1.254 -1.319
H 4.987 -1.758 0.194
H 2.661 1.224 1.384
H 3.911 1.604 0.367
H 4.405 0.658 1.749
H 0.497 -2.006 -0.843

Output
HOMO-LUMO gap (eV): 9.55
Total energy (eV): -30927.0981
LUMO (Ha): 0.02654

Mulliken population analysis, charges in e, atoms 1 to 5: number 1, C, carries -0.263; number 2, C, carries -0.401; number 3, C, carries -0.572; number 4, C, carries -0.490; number 5, C, carries -0.289



No. 2
ORCA calculation (the ωB97M-V functional and the def2-TZVPD basis) on one molecule with the formula C3H9N3O in a non-equilibrium geometry.

Geometry (Å):
O -1.110 0.094 -1.441
C -0.589 -0.323 -0.422
N 0.386 0.292 0.254
C 1.133 1.425 -0.396
N 1.435 2.484 0.467
C -0.930 -1.810 -0.057
N -0.558 -2.200 1.294
H 0.855 0.067 1.099
H 2.040 0.971 -0.810
H 0.548 1.603 -1.305
H 0.672 3.099 0.691
H 1.915 2.364 1.347
H -0.390 -2.507 -0.728
H -1.974 -1.935 -0.294
H -0.166 -1.560 1.937
H -0.130 -3.099 1.354

Output
HOMO-LUMO gap (eV): 9.85
SMILES: NCNC(=O)CN
Total energy (eV): -9774.2965
LUMO (Ha): 0.02919

Mulliken population analysis, charges in e, atoms 1 to 5: number 1, O, carries -0.636; number 2, C, carries 0.485; number 3, N, carries -0.258; number 4, C, carries -0.507; number 5, N, carries -0.567



No. 3
ORCA calculation (the ωB97M-V functional and the def2-TZVPD basis) on a 14-piece molecular cluster, C16H22Cl39FO2P2 overall.

Geometry (Å):
C 1.984 -5.238 -0.079
C 2.015 -4.081 -1.080
C 0.614 -3.642 -1.472
F 0.680 -2.749 -2.546
P -0.429 -2.854 -0.156
P -2.075 -4.287 0.275
O -3.116 -3.773 -0.893
O -1.583 -5.733 -0.339
H 2.996 -5.545 0.193
H 1.451 -4.965 0.835
H 1.445 -6.078 -0.522
H 2.492 -4.425 -2.005
H 2.592 -3.237 -0.689
H 0.093 -4.534 -1.848
H 0.311 -2.995 1.027
H -3.082 -4.239 -1.736
H -1.436 -5.768 -1.294
C -1.654 1.453 -0.097
Cl -2.750 0.171 0.424
Cl -1.760 2.848 0.978
Cl 0.005 0.871 -0.202
H -1.963 1.765 -1.086
C 0.290 -2.637 4.365
Cl 1.788 -1.905 4.927
Cl -0.636 -1.482 3.397
Cl 0.620 -4.133 3.477
H -0.311 -2.893 5.224
C -2.003 -6.192 6.242
Cl -2.031 -6.282 4.486
Cl -0.782 -5.044 6.814
Cl -3.590 -5.776 6.883
H -1.730 -7.166 6.625
C -6.559 3.423 0.175
Cl -5.839 5.011 0.443
Cl -7.373 3.375 -1.395
Cl -5.350 2.155 0.297
H -7.309 3.260 0.937
C 5.011 -2.029 -3.883
Cl 5.971 -3.171 -2.931
Cl 4.349 -2.813 -5.315
Cl 3.739 -1.319 -2.898
H 5.673 -1.237 -4.209
C -5.854 5.658 -4.035
Cl -7.385 6.361 -4.546
Cl -5.118 4.719 -5.331
Cl -4.739 6.905 -3.455
H -6.051 4.993 -3.206
C 2.008 1.897 6.873
Cl 1.723 2.897 8.293
Cl 3.251 0.683 7.192
Cl 0.519 1.146 6.309
H 2.374 2.542 6.083
C -3.454 10.210 -3.783
Cl -2.987 9.628 -2.183
Cl -3.829 11.931 -3.746
Cl -2.210 9.855 -4.976
H -4.353 9.680 -4.075
C -4.352 8.301 -8.689
Cl -5.982 8.193 -9.352
Cl -3.636 9.878 -9.028
Cl -4.346 7.967 -6.961
H -3.745 7.549 -9.175
C 4.737 -0.991 0.884
Cl 3.141 -0.464 0.369
Cl 5.932 0.291 0.680
Cl 4.713 -1.564 2.553
H 5.037 -1.820 0.254
C 3.205 6.175 5.499
Cl 4.667 5.189 5.550
Cl 1.773 5.152 5.366
Cl 3.099 7.226 6.907
H 3.251 6.798 4.615
C -0.930 -8.426 -2.637
Cl 0.702 -7.867 -2.285
Cl -1.873 -7.124 -3.392
Cl -0.920 -9.856 -3.656
H -1.409 -8.674 -1.699
C 8.386 -2.176 1.550
Cl 9.248 -3.301 2.595
Cl 9.476 -0.966 0.882
Cl 7.540 -3.041 0.260
H 7.638 -1.666 2.146

Output
HOMO-LUMO gap (eV): 8.64
Total energy (eV): -530713.4298
LUMO (Ha): 0.00801

Mulliken population analysis, charges in e, atoms 1 to 5: number 1, C, carries -0.326; number 2, C, carries 0.108; number 3, C, carries 0.603; number 4, F, carries -0.323; number 5, P, carries 0.259



No. 4
ORCA calculation (the ωB97M-V functional and the def2-TZVPD basis) on one molecule with the formula C2H5FSi in a non-equilibrium geometry.

Geometry (Å):
C -1.342 0.561 0.612
C -0.432 0.489 -0.347
F 2.108 0.438 0.447
Si 1.075 -0.568 -0.276
H -2.323 1.052 0.435
H -1.143 -0.089 1.400
H -0.449 1.135 -1.342
H 0.980 -1.970 0.780
H 1.526 -1.048 -1.708

Output
HOMO-LUMO gap (eV): 11.33
SMILES: C=C[SiH2]F
Total energy (eV): -12749.8420
LUMO (Ha): 0.02400

Mulliken population analysis, charges in e, atoms 1 to 5: number 1, C, carries -0.566; number 2, C, carries -0.169; number 3, F, carries -0.260; number 4, Si, carries 0.442; number 5, H, carries 0.239



No. 5
ORCA calculation (the ωB97M-V functional and the def2-TZVPD basis) on a 2-piece molecular cluster, C6H11NOS overall in a non-equilibrium geometry.

Geometry (Å):
C -0.389 0.672 -1.282
C -1.229 -0.329 -1.618
C 1.365 1.442 1.559
C -1.043 -1.335 -2.780
C -2.315 -0.754 -0.716
C 2.043 -0.202 2.967
N 2.206 2.284 1.647
O 0.990 0.286 2.012
S -0.763 1.979 -0.144
H 0.578 1.059 -1.740
H -1.147 -2.439 -2.542
H -1.720 -1.168 -3.527
H -0.109 -1.128 -3.204
H -3.196 -0.442 -1.125
H -2.340 -0.150 0.217
H -2.140 -1.734 -0.514
H 2.008 0.229 3.987
H 3.044 -0.016 2.753
H 1.778 -1.271 3.037
H 2.379 3.019 1.012

Output
HOMO-LUMO gap (alpha / beta) (eV): 7.40 / 6.63
Total energy (eV): -20768.3029
LUMO (alpha / beta) (Ha): -0.00434 / -0.02432

Mulliken population analysis, charges in e, atoms 1 to 5: number 1, C, carries -0.396; number 2, C, carries 0.807; number 3, C, carries 0.495; number 4, C, carries -1.315; number 5, C, carries -1.461



No. 6
ORCA calculation (the ωB97M-V functional and the def2-TZVPD basis) on C22H17AsClF4N6O2PtS as an isolated structure in a non-equilibrium geometry.

Geometry (Å):
Pt 1.518 0.876 -0.204
F -2.800 -0.539 0.407
C -3.133 -1.336 1.418
C -4.097 -2.259 1.211
F -4.643 -2.324 0.025
C -4.520 -3.146 2.262
C -3.885 -2.956 3.534
C -2.925 -2.011 3.726
F -2.371 -1.919 4.912
C -2.488 -1.165 2.672
C -1.433 -0.236 2.876
C -0.682 0.339 1.828
N -0.044 0.911 1.055
C -0.995 0.148 4.172
N -0.621 0.533 5.195
F -4.206 -3.714 4.539
C -5.468 -4.127 2.057
C -5.954 -4.965 3.097
N -6.356 -5.677 3.914
C -6.011 -4.405 0.770
N -6.447 -4.630 -0.274
C -3.045 1.271 -2.574
As -1.218 1.802 -2.323
C -0.664 2.500 -4.024
C -1.104 3.203 -1.012
S 0.253 0.175 -2.005
H -3.515 2.118 -3.074
H -3.545 1.087 -1.628
H -3.102 0.394 -3.211
H -1.397 3.236 -4.349
H -0.629 1.683 -4.741
H 0.319 2.959 -3.950
H -1.571 4.085 -1.450
H -0.064 3.413 -0.787
H -1.636 2.925 -0.107
Cl 5.426 0.306 2.487
C 3.755 0.433 3.047
C 2.893 0.582 1.825
O 2.300 -0.407 1.286
O 2.738 1.701 1.258
H 3.649 1.326 3.656
H 3.484 -0.463 3.591
N 6.603 0.483 -3.561
C 5.533 0.587 -2.789
C 4.954 1.847 -2.481
C 3.823 1.903 -1.734
N 3.198 0.786 -1.270
C 3.770 -0.427 -1.506
C 4.905 -0.566 -2.238
H 7.044 1.295 -3.966
H 7.015 -0.414 -3.769
H 5.411 2.763 -2.832
H 3.379 2.854 -1.479
H 3.275 -1.287 -1.078
H 5.322 -1.552 -2.402

Output
HOMO-LUMO gap (alpha / beta) (eV): 3.38 / 3.24
Total energy (eV): -134405.6649
Net charge: +3
LUMO (alpha / beta) (Ha): -0.48456 / -0.48849

Mulliken population analysis, charges in e, atoms 1 to 5: number 1, Pt, carries 0.428; number 2, F, carries -0.107; number 3, C, carries 0.363; number 4, C, carries 0.099; number 5, F, carries -0.264



No. 7
ORCA calculation (the ωB97M-V functional and the def2-TZVPD basis) on C28H34BCl4N8O5W as an isolated structure in a non-equilibrium geometry.

Geometry (Å):
W -0.395 0.166 0.128
N 2.037 0.407 -1.358
C 1.518 0.909 -2.626
C 0.429 1.952 -2.384
O 0.257 2.845 -3.215
N -0.233 1.807 -1.229
C -1.234 2.838 -0.973
C -1.654 2.815 0.492
O -2.111 3.806 1.032
O -1.482 1.669 1.087
H 2.662 1.085 -0.940
H 2.550 -0.445 -1.512
H 1.078 0.075 -3.178
H 2.273 1.371 -3.267
H -2.136 2.668 -1.572
H -0.858 3.823 -1.247
C 1.595 4.915 0.129
C 2.012 3.446 0.217
C 3.543 3.323 0.255
C 1.428 2.776 1.424
C 1.308 3.341 2.697
C 0.815 2.329 3.491
N 0.666 1.240 2.736
N 1.051 1.490 1.461
B 0.208 -0.156 3.192
N 1.063 -1.200 2.469
C 1.724 -2.162 3.115
C 2.439 -2.874 2.193
C 2.170 -2.275 0.954
N 1.302 -1.249 1.123
C 3.033 -2.711 -0.213
C 4.306 -1.841 -0.221
C 2.391 -2.867 -1.598
N -1.258 -0.435 2.833
C -2.330 -0.434 3.624
C -3.378 -0.998 2.925
C -2.861 -1.316 1.665
N -1.565 -0.965 1.622
C -3.555 -2.050 0.548
C -4.886 -2.627 1.028
C -2.647 -3.163 0.011
H 1.932 5.334 -0.820
H 2.038 5.500 0.939
H 0.511 5.015 0.187
H 1.632 2.945 -0.669
H 3.945 3.914 1.080
H 3.978 3.697 -0.675
H 3.852 2.286 0.402
H 1.521 4.355 2.988
H 0.547 2.327 4.535
H 0.366 -0.260 4.375
H 1.648 -2.263 4.185
H 3.089 -3.714 2.365
H 3.374 -3.705 0.085
H 4.079 -0.790 -0.397
H 4.994 -2.186 -0.995
H 4.811 -1.908 0.744
H 2.995 -2.402 -2.382
H 1.394 -2.445 -1.626
H 2.300 -3.921 -1.860
H -2.278 -0.042 4.626
H -4.389 -1.133 3.267
H -3.760 -1.344 -0.259
H -4.728 -3.298 1.875
H -5.356 -3.197 0.225
H -5.574 -1.837 1.334
H -2.450 -3.896 0.797
H -1.695 -2.751 -0.319
H -3.121 -3.671 -0.832
Cl -2.121 -2.400 -6.082
C -2.186 -1.618 -4.543
C -3.235 -0.768 -4.239
Cl -4.489 -0.483 -5.390
C -3.280 -0.133 -2.991
Cl -4.588 0.911 -2.566
C -2.275 -0.341 -2.060
O -2.259 0.161 -0.851
C -1.187 -1.199 -2.372
O -0.292 -1.327 -1.410
C -1.166 -1.837 -3.602
Cl 0.143 -2.903 -3.982

Output
HOMO-LUMO gap (alpha / beta) (eV): 6.66 / 7.42
Multiplicity: 3
Total energy (eV): -104345.8859
Net charge: -1
LUMO (alpha / beta) (Ha): 0.08592 / 0.08588

Mulliken population analysis, charges in e, atoms 1 to 5: number 1, W, carries 1.956; number 2, N, carries 0.054; number 3, C, carries -0.958; number 4, C, carries 0.471; number 5, O, carries -0.786



No. 8
ORCA calculation (the ωB97M-V functional and the def2-TZVPD basis) on C9H19NOTl as an isolated structure in a non-equilibrium geometry.

Geometry (Å):
Tl 3.681 1.016 -1.434
C -1.042 1.272 1.428
C 0.312 0.647 1.089
C 0.297 -0.819 1.600
C -0.593 -1.848 0.834
C -0.221 -1.802 -0.577
C -0.173 -0.383 -1.176
N 0.636 0.588 -0.371
O 0.798 1.798 -1.017
C 0.507 -0.601 -2.514
C -1.585 0.070 -1.441
C 1.386 1.438 1.905
H -1.870 0.568 1.511
H -1.354 2.090 0.778
H -0.947 1.738 2.409
H 1.253 -1.338 1.535
H 0.021 -0.868 2.653
H -1.678 -1.839 0.937
H -0.355 -2.810 1.288
H -0.936 -2.494 -1.022
H 0.690 -2.368 -0.770
H -0.014 -1.320 -3.146
H 0.411 0.374 -2.992
H 1.586 -0.753 -2.463
H -2.105 -0.423 -2.262
H -2.212 -0.022 -0.554
H -1.670 1.106 -1.769
H 2.369 1.016 1.700
H 1.230 1.259 2.969
H 1.616 2.481 1.690
H -0.038 2.227 -0.819

Output
HOMO-LUMO gap (eV): 5.19
Total energy (eV): -17833.9598
Net charge: +3
LUMO (Ha): -0.64831

Mulliken population analysis, charges in e, atoms 1 to 5: number 1, Tl, carries 1.022; number 2, C, carries -1.251; number 3, C, carries 1.111; number 4, C, carries -1.138; number 5, C, carries -0.685



No. 9
ORCA calculation (the ωB97M-V functional and the def2-TZVPD basis) on C28H34BrF7N3O4PdS2Sb as an isolated structure in a non-equilibrium geometry.

Geometry (Å):
Pd 0.258 0.442 0.105
C 1.928 0.138 -2.698
C 3.371 0.224 -2.210
C 4.077 -1.131 -2.337
C 3.511 0.824 -0.827
C 4.350 1.915 -0.687
C 4.589 2.504 0.543
C 4.006 1.961 1.677
C 3.147 0.878 1.615
C 2.654 0.294 2.927
C 3.431 -0.976 3.299
C 1.142 0.053 2.978
C 2.853 0.316 0.333
N 1.925 -0.688 0.220
C 2.038 -2.013 0.223
C 3.248 -2.713 0.471
C 3.267 -4.088 0.477
C 2.115 -4.822 0.200
C 0.914 -4.169 -0.073
C 0.885 -2.800 -0.035
F -0.294 -2.114 -0.278
H 1.916 -0.230 -3.721
H 1.474 1.130 -2.687
H 1.327 -0.559 -2.101
H 3.890 0.920 -2.875
H 3.484 -1.943 -1.925
H 5.042 -1.106 -1.838
H 4.242 -1.342 -3.389
H 4.847 2.308 -1.559
H 5.228 3.367 0.618
H 4.233 2.397 2.635
H 2.887 1.043 3.689
H 3.071 -1.839 2.745
H 3.310 -1.181 4.359
H 4.491 -0.839 3.101
H 0.843 -0.870 2.463
H 0.653 0.942 2.560
H 0.808 -0.047 4.010
H 4.143 -2.137 0.649
H 4.188 -4.603 0.694
H 2.148 -5.899 0.187
H 0.023 -4.726 -0.311
C -5.714 -1.722 -1.115
Sb -3.573 -1.694 -0.739
C -2.758 -2.580 -2.598
C -3.389 -3.410 0.605
H -6.111 -2.651 -0.715
H -5.872 -1.670 -2.188
H -6.180 -0.875 -0.625
H -3.402 -3.421 -2.811
H -1.734 -2.899 -2.440
H -2.803 -1.851 -3.400
H -3.869 -4.241 0.097
H -3.879 -3.186 1.547
H -2.343 -3.631 0.793
Br -1.348 0.628 -2.612
C -1.121 2.321 -1.836
C -1.850 3.409 -2.278
C -1.565 4.642 -1.718
C -0.572 4.738 -0.753
C 0.075 3.584 -0.350
N -0.184 2.397 -0.896
H -2.624 3.288 -3.020
H -2.107 5.520 -2.036
H -0.319 5.684 -0.306
H 0.832 3.594 0.426
F -1.636 1.143 3.768
C -2.123 1.641 2.638
F -1.064 2.182 1.987
F -2.981 2.591 2.924
S -2.799 0.230 1.576
O -1.867 0.221 0.447
O -2.743 -0.951 2.350
N -4.208 0.614 1.059
S -4.000 1.718 -0.076
O -3.963 1.105 -1.367
O -2.902 2.571 0.263
C -5.492 2.822 0.023
F -5.184 3.954 -0.596
F -5.739 3.070 1.294
F -6.553 2.288 -0.551

Output
HOMO-LUMO gap (alpha / beta) (eV): 9.12 / 6.15
Multiplicity: 5
Total energy (eV): -162980.7250
Net charge: +2
LUMO (alpha / beta) (Ha): -0.17430 / -0.31089

Mulliken population analysis, charges in e, atoms 1 to 5: number 1, Pd, carries 0.199; number 2, C, carries -0.924; number 3, C, carries 0.520; number 4, C, carries -1.511; number 5, C, carries 0.747



No. 10
ORCA calculation (the ωB97M-V functional and the def2-TZVPD basis) on an isolated ion of composition C7H13BNO3 and charge +1 in a non-equilibrium geometry.

Geometry (Å):
B 1.525 0.721 0.231
C -1.297 0.610 -1.055
C -1.473 -0.690 -0.700
C -0.775 1.791 -0.326
C -1.169 -1.523 0.495
C 0.457 1.866 0.244
C 1.057 3.146 0.785
C -0.206 -3.170 -0.879
N -1.492 -1.173 1.700
O 2.714 1.163 -0.271
O 1.131 -0.551 0.564
O -0.736 -2.770 0.366
H -1.853 0.770 -2.073
H -1.938 -1.397 -1.485
H -1.481 2.706 -0.516
H 0.358 3.899 0.799
H 1.773 3.555 0.036
H 1.489 3.079 1.824
H -0.452 -4.284 -0.931
H 0.857 -3.080 -0.961
H -0.637 -2.662 -1.705
H -1.064 -1.739 2.431
H -1.905 -0.290 1.750
H 3.529 0.787 -0.125
H 1.823 -1.081 0.894

Output
HOMO-LUMO gap (eV): 8.91
SMILES: COC(=[NH2+])/C=C\C=C(\C)B(O)O
Total energy (eV): -15773.0276
Net charge: +1
LUMO (Ha): -0.14481

Mulliken population analysis, charges in e, atoms 1 to 5: number 1, B, carries 0.454; number 2, C, carries -0.241; number 3, C, carries -0.825; number 4, C, carries -0.541; number 5, C, carries 0.872